No. 1
59
Properties=species:S:1:pos:R:3:forces:R:3:mulliken_charge:R:1 method="wB97M-V/def2-TZVPD" homo_lumo_gap_ev=7.784 total_charge=+1
C -2.457 2.726 -0.054 -0.3649 0.3429 0.1025 -0.641
C -1.293 3.718 -0.670 -1.5161 0.3334 0.5571 -0.589
N -0.001 3.021 -1.033 -0.6969 -0.7780 -1.9716 0.105
C 1.015 4.080 -1.421 0.8211 1.4081 -0.5651 -0.457
C 1.505 4.010 -2.990 0.3281 1.4587 -0.0324 -0.780
C -0.180 1.975 -2.115 -1.7492 0.6125 -0.1554 -0.158
S -1.391 2.000 -3.321 2.2975 -0.2337 2.6313 -0.066
S 1.065 0.539 -2.108 -0.6692 0.4887 -0.1298 -0.168
C 0.252 -1.060 -1.569 -1.2555 -1.0082 1.0815 -0.758
C 0.698 -1.306 0.022 0.5777 -0.4285 -0.5518 -0.485
C 1.787 -2.530 0.007 -0.8042 -0.4290 0.0591 -0.669
C 2.685 -2.685 1.368 -0.4876 -2.5953 -1.4492 -0.139
C 4.127 -3.346 0.918 0.1713 -1.3682 0.0581 -0.695
N 5.333 -2.770 1.627 -0.1038 0.6908 -1.6652 -0.392
C 5.365 -1.258 1.609 0.4107 1.4787 1.1025 -0.568
C 3.891 -0.544 1.411 2.1932 1.3596 -0.8616 -0.418
N 2.890 -1.411 2.156 1.3353 -0.0531 0.6341 -0.171
H -2.968 2.031 -0.861 1.2858 1.4322 1.5600 0.246
H -2.053 2.051 0.841 -0.7004 1.5330 -1.9925 0.192
H -3.313 3.419 0.383 1.8936 -1.5085 -0.8330 0.169
H -1.059 4.523 0.172 -0.2270 -1.8566 -1.7727 0.399
H -1.714 4.323 -1.597 0.7147 -1.2720 1.7785 0.360
H 1.943 4.107 -0.680 -1.9118 -0.3495 -1.6095 0.207
H 0.463 5.127 -1.273 1.3106 -2.2618 -0.4206 0.338
H 0.594 4.190 -3.740 2.0457 -0.7109 1.7744 0.208
H 2.220 4.949 -3.153 -1.4276 -2.0610 0.3911 0.344
H 2.132 3.056 -3.265 -1.4400 1.7474 0.5664 0.213
H -0.933 -1.062 -1.656 2.5463 0.3891 0.0558 0.348
H 0.625 -1.975 -2.238 -0.6044 2.2621 1.3528 0.414
H 1.233 -0.314 0.375 -1.3481 -1.8846 -0.6410 0.285
H -0.224 -1.566 0.706 1.8204 0.5326 -1.3335 0.227
H 2.459 -2.450 -0.959 -1.1099 0.1172 2.1333 0.342
H 1.186 -3.555 -0.113 1.2974 2.1878 0.2837 0.283
H 2.169 -3.456 2.093 0.9235 1.7409 -1.3947 0.512
H 4.334 -3.325 -0.234 -1.0504 0.1645 1.9859 0.356
H 4.076 -4.495 1.235 0.0582 2.5337 -0.8101 0.285
H 6.159 -3.067 1.025 -1.3645 0.3047 1.3735 0.328
H 6.134 -0.815 0.834 -1.7544 -0.7881 1.3644 0.317
H 5.760 -0.918 2.683 -0.8011 -0.6257 -2.2740 0.283
H 3.942 0.563 1.854 -0.2890 -2.6081 -0.8900 0.356
H 3.671 -0.466 0.263 -0.1673 -0.3413 2.3719 0.222
H 3.375 -1.697 3.060 -0.7080 0.4395 -1.2056 0.442
H 2.017 -0.920 2.448 0.5892 -0.4797 -0.7318 0.432
C -6.015 3.731 1.618 0.4201 0.1936 0.0851 0.682
O -4.830 3.916 1.846 0.1801 0.0259 0.0796 -0.689
N -6.629 2.560 1.867 -0.1903 -1.4275 0.3994 -0.389
N -6.813 4.681 1.098 -0.3876 1.2096 -0.5411 -0.391
H -7.604 2.389 1.687 0.1850 0.0476 0.0444 0.167
H -6.065 1.818 2.259 -0.2709 0.2993 -0.1415 0.217
H -6.390 5.577 0.896 -0.2083 -0.3328 0.0807 0.222
H -7.791 4.547 0.904 0.1881 0.0291 0.0447 0.166
C -1.421 -5.251 -0.430 -0.0693 -0.1809 0.0223 0.644
O -0.236 -5.066 -0.203 0.5538 0.1459 0.1548 -0.681
N -2.035 -6.421 -0.181 -0.0096 -1.1232 0.4097 -0.435
N -2.219 -4.301 -0.951 -0.3203 1.2629 -0.4522 -0.335
H -3.010 -6.593 -0.362 0.1829 0.0314 0.0176 0.159
H -1.470 -7.164 0.211 -0.2597 0.2367 -0.1633 0.238
H -1.796 -3.404 -1.153 -0.2398 -0.3530 0.0173 0.195
H -3.197 -4.434 -1.145 0.1765 0.0189 0.0156 0.174



No. 2
79
Properties=species:S:1:pos:R:3:forces:R:3:mulliken_charge:R:1 method="wB97M-V/def2-TZVPD" homo_lumo_gap_ev="3.589 / 3.058" total_charge=+2 relative_energy_kcal_mol=34.5
Pb -0.897 1.494 1.816 0.1401 -0.6467 1.2577 1.567
C -3.166 -2.387 4.971 -0.6630 0.3402 -2.6436 -0.725
C -3.125 -1.818 3.679 0.5263 0.7376 -0.6299 -0.235
N -2.392 -0.681 3.663 -1.0192 -1.4095 0.3152 -0.077
N -1.970 -0.475 4.969 -0.2241 -0.8133 1.3463 0.199
C -2.433 -1.480 5.738 2.2955 2.8769 1.5885 0.064
B -1.098 0.849 5.393 -0.4723 0.7193 0.3553 -0.131
N 0.367 0.714 4.862 0.1497 -0.6641 -0.5660 0.279
C 1.565 0.762 5.502 0.2232 0.2876 -0.4351 -0.235
C 2.596 0.427 4.590 -0.3840 -0.2206 0.6013 -0.874
C 1.905 0.138 3.390 -0.5787 0.4569 0.7624 -0.210
N 0.566 0.301 3.554 0.7899 0.4600 0.3704 -0.441
N -1.775 2.244 4.903 -0.8575 -0.2920 -0.0495 0.746
C -2.795 2.984 5.519 1.1781 -0.2703 -0.1819 -0.261
C -2.708 4.312 5.084 1.2090 -1.3031 -0.4664 -0.838
C -1.585 4.284 4.173 -0.9855 0.1041 0.7389 -0.339
N -1.090 3.050 4.010 -0.5048 0.0212 0.8691 -0.591
H -3.690 -3.252 5.287 -0.2405 -0.6028 0.2662 0.450
H -3.555 -2.126 2.733 -0.0095 -0.2397 0.3225 0.451
H -2.231 -1.551 6.830 -0.0745 0.3282 -1.0390 0.436
H -1.221 0.828 6.593 0.4766 -0.0203 -0.1918 -0.081
H 1.625 1.111 6.549 -0.0582 -0.4687 -0.8098 0.432
H 3.688 0.326 4.829 -1.4767 0.2322 -0.4221 0.378
H 2.303 -0.147 2.411 -0.2051 0.0502 0.4976 0.477
H -3.442 2.519 6.296 0.6784 0.4523 -0.8333 0.394
H -3.301 5.174 5.406 0.3798 -0.5441 -0.1995 0.396
H -1.071 5.165 3.786 -0.3285 -0.4884 -0.4215 0.474
O 0.864 3.025 1.512 -0.1699 0.4878 -0.5496 -0.780
N 1.034 3.655 0.362 0.2307 -1.0568 1.2321 0.479
C 2.327 3.751 -0.028 -0.5683 0.3926 -1.3111 -0.136
C 2.572 4.177 -1.348 0.3217 1.1138 0.3292 -0.634
C 1.533 4.808 -2.091 -1.1430 -0.8267 0.5011 -0.316
C 0.213 4.694 -1.598 0.9122 0.5561 -1.0141 -0.575
C -0.089 4.056 -0.399 1.2934 -0.7182 0.5370 0.535
S -1.630 3.604 0.085 -0.2317 0.8939 -0.4450 -0.183
H 3.082 3.482 0.732 -0.6356 -0.0779 -0.7183 0.472
H 3.618 4.135 -1.707 -0.8543 0.1737 0.1791 0.444
H 1.647 5.309 -3.069 0.3629 -0.5141 0.7175 0.422
H -0.657 5.046 -2.147 0.3598 0.1026 -0.1259 0.430
C -2.404 0.457 -6.320 0.0738 1.1573 1.1901 -1.041
C -1.953 -0.839 -5.641 0.5389 -0.5061 0.1715 -0.148
C -2.439 -0.949 -4.183 -0.4337 -0.1893 1.1138 -0.768
C -1.806 -0.003 -3.121 -0.4028 0.3990 -0.3700 -0.889
N -0.615 -0.551 -2.482 1.5572 -0.7668 -0.9376 0.687
C -0.530 -1.285 -1.343 -0.0189 0.4927 -0.6428 -0.295
Se -1.915 -1.275 -0.144 -0.1270 -0.1820 0.9838 -0.360
N 0.701 -1.856 -1.261 -0.0889 0.5649 -0.7413 0.547
C 1.058 -2.943 -0.361 -0.1905 -0.5441 -0.8936 -1.069
C 0.712 -4.320 -1.018 0.8734 -0.4638 2.2478 -0.671
C 1.927 -4.992 -1.690 -0.1772 -0.2701 0.3235 -0.374
C 3.084 -5.250 -0.702 -0.9247 0.2504 2.1186 -1.121
C 1.461 -1.460 -2.377 -0.3363 0.4517 0.2074 0.453
C 2.831 -1.477 -2.605 -0.1810 -0.6287 -0.7893 -0.694
C 3.248 -0.808 -3.765 0.5901 -0.6740 0.3097 -0.702
C 2.415 -0.003 -4.533 -0.4032 -0.3473 0.3981 -0.814
C 1.074 0.131 -4.190 0.2027 0.8558 0.0475 -0.552
C 0.613 -0.682 -3.177 -0.3062 0.8562 1.1474 0.304
H -2.648 0.312 -7.385 0.3807 0.2953 0.4615 0.370
H -1.647 1.293 -6.143 -0.9721 -0.9691 -0.6087 0.197
H -3.334 0.779 -5.783 0.5333 -0.0461 -0.7262 0.261
H -0.827 -0.924 -5.617 -1.2082 -0.2128 -0.4798 0.149
H -2.416 -1.658 -6.237 0.6713 0.2007 0.6319 0.366
H -2.252 -1.943 -3.701 -0.3865 0.3492 -0.8765 0.251
H -3.543 -0.745 -4.117 0.9184 -0.3500 -0.2388 0.457
H -2.508 0.109 -2.305 -0.2251 0.2177 0.0146 0.384
H -1.599 0.997 -3.549 0.1267 -0.4297 0.3331 0.401
H 0.465 -2.773 0.508 -0.3209 -0.0413 0.8023 0.328
H 2.117 -2.875 -0.107 -0.1959 0.1556 -0.0444 0.438
H -0.117 -4.179 -1.674 -0.5263 0.0517 -0.6638 0.371
H 0.328 -4.970 -0.175 0.4488 0.4780 -0.8836 0.407
H 2.223 -4.353 -2.511 0.3353 0.0656 -0.3825 0.261
H 1.597 -5.952 -2.120 0.1515 0.3516 0.0742 0.363
H 3.400 -4.310 -0.140 0.0576 -1.0884 -1.0749 0.250
H 3.946 -5.828 -1.043 -0.1455 0.4653 -0.3815 0.380
H 2.667 -5.865 0.151 0.3096 0.4000 -0.8387 0.313
H 3.501 -2.103 -2.005 -0.1536 0.4286 -0.2563 0.418
H 4.274 -0.929 -4.101 -0.0385 0.1089 0.2366 0.430
H 2.837 0.501 -5.377 0.0626 0.3904 -0.2477 0.510
H 0.487 1.012 -4.494 0.0888 -0.8870 -0.4687 0.341



| no. | E (eV) |
| --- | --- |
| 1 | -51255.023 |
| 2 | -128203.801 |